(1)
Entry from the Open Molecules 2025 dataset: 14 unconnected molecules or ions with the total composition C32H98N6O18 in a non-equilibrium geometry (wB97M-V/def2-TZVPD).

Calculated values
* maximum force: 4.12 eV/Å
* HOMO-LUMO gap (alpha / beta): 2.3 / 8.6 eV
* <S²>: 0.75
* spin multiplicity: 2
* charge: -1
* LUMO (alpha / beta): 1.96 / 1.96 eV
* highest occupied orbital energy (alpha / beta): -0.32 / -6.68 eV

Each line ends with the Löwdin charge.
Geometry (Å):
1 O 1.34159 1.83017 3.57811  -0.268
2 H 1.93439 2.49624 3.92619  -0.031
3 H 1.11159 1.29358 4.33666  -0.009
4 O -0.97705 2.76789 -0.72206  -0.073
5 H -0.43598 2.39142 -0.02799  -0.006
6 H -0.92610 3.71313 -0.58005  0.025
7 O 2.39221 -3.48412 -0.49001  -0.062
8 H 1.55317 -3.22159 -0.11143  -0.027
9 H 2.87518 -3.86967 0.24096  0.023
10 O -0.15037 -2.54745 0.17402  -0.040
11 H -0.92790 -3.03323 -0.10111  0.016
12 H -0.27136 -1.67229 -0.19434  -0.002
13 C -1.82751 -2.20783 -3.01911  -0.226
14 C -2.86936 -2.68246 -2.01592  -0.202
15 O -2.35821 -3.81488 -1.27301  -0.083
16 O -1.74819 -3.01013 -4.20127  -0.063
17 H -0.87335 -2.30479 -2.50115  0.108
18 H -2.06808 -1.21407 -3.39682  0.107
19 H -3.76579 -2.98304 -2.55829  0.125
20 H -3.09658 -1.94106 -1.24989  0.108
21 H -3.18293 -4.28452 -1.12849  0.084
22 H -0.80547 -3.03371 -4.38106  0.077
23 C 4.39871 -2.84895 -3.50544  -0.245
24 C 4.41843 -1.83504 -4.61314  -0.262
25 O 5.27034 -2.24153 -5.69513  -0.051
26 O 5.70976 -2.89142 -2.97275  -0.057
27 H 4.13622 -3.83933 -3.87738  0.123
28 H 3.64612 -2.49259 -2.80208  0.109
29 H 4.61387 -0.88754 -4.11099  0.107
30 H 3.39895 -1.68766 -4.96956  0.096
31 H 5.53662 -1.48829 -6.22741  0.084
32 H 6.27801 -3.20143 -3.68168  0.077
33 C 1.23054 0.11548 -1.11648  -0.246
34 C 1.48176 0.37975 0.40961  -0.187
35 O 0.66218 1.42173 0.89688  -0.098
36 O -0.09561 -0.07711 -1.32703  -0.069
37 H 1.74112 -0.77787 -1.47611  0.115
38 H 1.62728 0.88226 -1.78187  0.099
39 H 2.53228 0.56444 0.63410  0.107
40 H 1.28305 -0.58898 0.86806  0.097
41 H 0.85373 1.47604 1.83601  0.027
42 H -0.57397 0.72345 -1.09928  0.063
43 C 4.34205 1.56942 -1.76592  -0.190
44 C 5.67460 1.96249 -2.39684  -0.238
45 O 5.56254 3.31575 -2.80534  -0.073
46 O 4.45877 1.88408 -0.33057  -0.115
47 H 4.12738 0.50088 -1.78176  0.109
48 H 3.50756 2.09960 -2.22485  0.094
49 H 5.84781 1.35469 -3.28492  0.106
50 H 6.58546 1.85658 -1.80760  0.123
51 H 5.35146 3.78331 -1.99390  0.069
52 H 4.79162 2.77844 -0.22608  0.058
53 C -3.14771 -5.43129 3.39641  -0.049
54 C -2.40555 -4.95557 4.65965  -0.412
55 C -2.21279 -3.43168 4.71335  -0.218
56 O -1.15150 -3.08077 3.81826  -0.187
57 C -0.71254 -1.71282 4.09047  -0.095
58 N -3.26794 -5.30315 5.76932  0.007
59 H -3.17646 -6.51169 3.25490  0.073
60 H -2.62759 -5.05769 2.51436  0.073
61 H -4.16773 -5.04716 3.40640  0.062
62 H -1.51361 -5.53809 4.89034  0.142
63 H -1.98372 -3.03850 5.70382  0.114
64 H -3.16683 -2.93421 4.53895  0.101
65 H -0.26319 -1.69727 5.08342  0.066
66 H -1.60614 -1.08870 4.09715  0.061
67 H 0.05146 -1.33159 3.41292  0.066
68 H -2.87693 -4.90032 6.60892  0.064
69 H -4.16680 -4.84443 5.72782  0.062
70 C 1.56994 4.25075 -3.43312  -0.078
71 C 0.92760 4.26690 -4.78739  -0.407
72 C 0.83573 2.75897 -5.21912  -0.195
73 O 2.10733 2.11443 -5.32343  -0.159
74 C 1.93298 0.82226 -5.78218  -0.147
75 N -0.44536 4.79223 -4.79594  0.047
76 H 2.58164 3.84597 -3.40614  0.071
77 H 1.00270 3.66514 -2.70966  0.073
78 H 1.56183 5.31092 -3.17999  0.075
79 H 1.55157 4.90699 -5.41112  0.138
80 H 0.25327 2.79110 -6.13989  0.109
81 H 0.22343 2.13748 -4.56571  0.123
82 H 1.35334 0.16621 -5.13279  0.085
83 H 2.87499 0.27445 -5.75735  0.063
84 H 1.52596 0.74548 -6.79042  0.093
85 H -0.91686 4.39044 -5.59366  0.056
86 H -0.97753 4.44179 -4.01230  0.051
87 C -6.22008 -2.16871 1.27323  -0.049
88 C -5.20369 -1.96104 2.44954  -0.449
89 C -3.82145 -1.54030 2.01560  -0.214
90 O -3.90037 -0.31057 1.33136  -0.166
91 C -2.65832 0.31033 1.44567  -0.112
92 N -5.80986 -1.28985 3.55270  0.061
93 H -6.50638 -1.14233 1.04371  0.068
94 H -7.10070 -2.77318 1.49055  0.070
95 H -5.76022 -2.50455 0.34380  0.061
96 H -5.08384 -3.01160 2.71425  0.106
97 H -3.28266 -2.23716 1.37358  0.126
98 H -3.18631 -1.46623 2.89833  0.083
99 H -2.55442 1.11286 0.71544  0.071
100 H -1.84675 -0.40341 1.30415  0.077
101 H -2.52893 0.73934 2.43930  0.092
102 H -5.45866 -0.34374 3.51225  0.078
103 H -5.43060 -1.67383 4.40641  0.063
104 C 6.09778 -4.97998 3.84283  -0.081
105 C 5.85070 -3.46304 3.90428  -0.406
106 C 4.44457 -3.11707 4.53590  -0.195
107 O 4.28715 -1.73758 4.26702  -0.231
108 C 3.09054 -1.28828 3.68240  -0.116
109 N 6.93767 -2.90250 4.72942  0.022
110 H 5.42388 -5.48085 3.14779  0.067
111 H 6.04434 -5.40763 4.84401  0.074
112 H 7.07538 -5.07647 3.37050  0.070
113 H 5.88377 -3.04090 2.89989  0.138
114 H 4.35284 -3.28570 5.60886  0.120
115 H 3.73848 -3.77432 4.02841  0.110
116 H 3.07351 -0.22378 3.44863  0.066
117 H 2.24279 -1.44219 4.35004  0.059
118 H 2.90762 -1.95074 2.83636  0.079
119 H 6.86556 -3.19407 5.69373  0.062
120 H 6.90307 -1.89322 4.74509  0.064
121 C -2.15858 5.27583 2.65493  -0.058
122 C -0.97856 4.30556 2.51797  -0.456
123 C 0.19411 4.92509 1.84869  -0.216
124 O -0.13745 5.00262 0.45765  -0.207
125 C 1.01046 5.42265 -0.21271  -0.132
126 N -0.52877 3.83711 3.82980  0.037
127 H -1.88872 6.18351 3.19473  0.071
128 H -2.96103 4.81357 3.22981  0.073
129 H -2.45588 5.51328 1.63349  0.068
130 H -1.42430 3.41604 2.07281  0.130
131 H 0.98471 4.17585 1.88987  0.104
132 H 0.56553 5.81900 2.34976  0.128
133 H 1.81191 4.69501 -0.34045  0.088
134 H 1.46958 6.30007 0.24273  0.092
135 H 0.75047 5.57751 -1.25986  0.065
136 H -0.00041 4.55874 4.29904  0.042
137 H 0.13874 3.12253 3.57701  -0.013
138 C -3.97654 3.39252 -3.49791  -0.076
139 C -4.30414 2.46627 -2.38072  -0.408
140 C -4.05087 0.91486 -2.65888  -0.129
141 O -4.46086 0.49459 -3.97688  -0.200
142 C -5.80939 0.41105 -4.13517  -0.157
143 N -3.70870 3.00583 -1.14225  0.048
144 H -4.08455 4.43011 -3.18190  0.084
145 H -4.63577 3.15199 -4.33197  0.067
146 H -2.99770 3.18660 -3.93101  0.068
147 H -5.38246 2.57126 -2.26106  0.122
148 H -4.51580 0.24751 -1.93322  0.116
149 H -2.97606 0.73400 -2.67201  0.107
150 H -6.03573 -0.07609 -5.08362  0.090
151 H -6.19533 1.42581 -4.23217  0.078
152 H -6.29859 -0.15302 -3.34107  0.092
153 H -4.01640 3.96160 -1.03307  0.063
154 H -2.69938 3.03934 -1.15801  0.010

Atomic forces in eV per Å
-0.3 -0.9 -1.6
1.2 0.8 0.5
-0.3 -0.6 1.0
-0.4 -0.4 -1.2
0.6 -0.2 0.8
0.3 0.5 0.4
0.7 -0.1 -0.4
-0.9 0.3 0.1
0.2 -0.1 0.1
0.3 -0.2 0.5
-0.4 -0.5 -0.2
-0.1 0.7 -0.3
-0.2 -0.2 0.1
0.6 -0.2 -0.3
-0.7 0.1 -0.6
-0.1 -0.5 0.3
0.1 0.7 0.0
0.2 0.3 0.7
-0.2 0.1 0.0
-0.1 0.6 -0.4
0.4 -0.7 0.5
-0.1 -0.3 -0.3
0.6 0.1 -1.1
-1.2 0.1 -0.4
-0.1 0.1 0.8
-0.1 -0.1 0.9
-0.3 -0.1 0.0
0.4 -0.3 0.5
0.9 0.3 -0.4
-0.3 -0.3 -0.3
-0.1 0.1 0.1
0.1 0.0 -0.1
2.2 0.8 1.1
0.9 -1.0 -1.4
-0.1 -0.5 -0.8
-2.5 -0.7 -0.6
0.2 -0.3 0.6
0.0 0.6 0.2
0.1 0.3 -0.3
-0.5 0.0 0.4
0.1 0.4 0.9
-0.2 0.3 0.0
1.3 -0.1 2.2
-0.7 -0.3 -1.3
0.3 0.3 -0.1
-0.7 -0.5 -0.9
0.2 0.0 -0.1
0.1 0.1 -0.1
-0.1 0.2 -0.3
-0.4 -0.4 0.6
0.0 0.5 -0.1
-0.1 0.1 0.1
1.1 0.4 -0.4
-1.4 0.1 0.4
1.5 -0.5 -0.8
-0.2 1.2 0.1
-0.5 -1.1 0.4
-0.6 -0.3 1.3
0.0 0.0 0.5
-0.1 0.3 -0.1
0.0 0.0 0.0
0.4 0.4 -0.7
0.5 -0.5 0.5
-0.3 0.1 -0.8
0.0 0.1 0.2
0.2 0.4 -0.1
-0.3 -0.5 -0.4
0.3 -0.2 0.4
-0.4 0.0 -0.5
-0.3 1.1 0.5
-0.2 -2.6 0.3
0.4 1.0 -0.6
-0.7 0.9 -0.2
0.7 -1.6 -0.1
0.4 0.2 0.1
0.0 0.2 -0.4
-0.3 0.1 0.1
0.4 0.0 0.8
-0.1 -0.5 -0.6
0.4 -0.5 -0.8
-0.2 0.4 0.7
-0.8 0.3 0.4
0.4 0.5 -0.3
-0.1 0.2 -0.2
-0.2 0.2 -0.3
0.1 -0.1 0.4
0.7 2.0 -0.1
-0.6 -3.7 -1.8
-0.5 0.4 -0.1
-0.3 0.0 0.1
0.8 0.9 -0.2
0.2 0.8 0.4
-0.7 0.0 -0.2
0.2 0.1 0.4
0.3 -0.4 0.1
0.4 -0.2 0.7
-0.3 -0.6 -0.2
0.0 0.3 0.2
-0.2 0.0 -0.1
0.2 -0.1 -0.2
0.0 0.1 0.2
-0.3 0.6 0.2
0.0 0.0 0.2
0.0 0.8 -0.8
-0.6 -0.7 2.2
1.1 0.3 -1.7
0.4 0.7 0.5
-0.6 -1.2 0.3
0.3 0.2 -0.7
-0.4 0.0 0.3
0.2 -0.2 -0.1
0.2 -0.3 0.5
0.0 0.1 0.1
0.3 -0.2 0.1
-0.6 0.3 -0.2
0.6 -0.2 -0.2
-0.2 0.0 0.3
-0.3 0.4 -0.7
-0.2 -0.2 0.1
-0.2 0.2 -0.1
0.4 -0.2 -0.2
-1.4 0.8 2.4
-0.4 -2.4 -1.2
0.8 1.4 0.5
0.4 0.3 -1.7
-0.7 0.0 -0.2
0.2 0.2 -0.1
-0.1 -0.1 -0.3
-0.4 0.3 0.1
0.6 0.0 -0.8
0.5 0.1 0.2
-0.3 0.5 -0.4
0.0 -0.7 0.8
-0.2 0.3 -0.1
-0.2 0.7 0.2
0.1 0.3 0.2
0.0 -0.3 0.8
0.1 -0.8 -1.8
-0.5 -0.4 1.0
0.6 1.2 -0.7
2.0 0.1 0.8
-1.3 0.4 -0.7
-0.6 -1.0 0.2
0.0 -0.1 -0.2
-0.3 0.4 -0.2
0.4 0.3 0.3
-0.2 -0.2 0.3
-0.1 0.3 0.4
0.1 0.0 0.2
0.2 -0.2 0.0
-0.7 0.1 0.3
-0.2 0.1 0.3
-0.2 0.0 0.1
0.0 -0.5 -0.1

(2)
Entry from the Open Molecules 2025 dataset: a molecular structure, C33H20Cl2CrN5O2S in a non-equilibrium geometry (wB97M-V/def2-TZVPD).

Calculated values
* maximum force: 1.34 eV/Å
* HOMO-LUMO gap (alpha / beta): 6.6 / 7.1 eV
* <S²>: 0.78
* spin multiplicity: 2
* LUMO (alpha / beta): -1.10 / -0.66 eV
* highest occupied orbital energy (alpha / beta): -7.71 / -7.72 eV
* ΔE to the lowest compared entry with this formula, charge and spin: 78.9 kcal per mole

Each line ends with the Löwdin charge.
Geometry (Å):
1 Cr 0.26586 0.56789 1.19672  0.908
2 Cl 1.34849 4.51394 6.41499  0.673
3 C 0.76769 3.86024 4.92622  -0.679
4 C 0.76914 2.48786 4.75228  -0.022
5 C 0.32354 1.94695 3.54831  -0.193
6 N 0.47898 0.63602 3.11051  0.001
7 C 1.09523 -0.32409 3.86857  -0.430
8 O 1.17202 -0.36930 5.07964  0.093
9 C 1.74554 -1.33066 2.99018  -0.149
10 C 2.36044 -2.41256 3.46803  0.019
11 C 3.05821 -3.34054 2.59012  -0.060
12 C 3.15039 -3.08843 1.28665  -0.018
13 C 2.52135 -1.88060 0.67233  -0.188
14 N 1.74284 -0.99649 1.60419  -0.071
15 C -0.22664 2.78746 2.56849  -0.235
16 C -0.17615 4.16371 2.73967  -0.045
17 C 0.34149 4.70380 3.90261  -0.682
18 Cl 0.45848 6.42115 4.04772  0.666
19 N -0.82289 2.17988 1.42446  -0.014
20 C -2.10979 2.65103 1.21000  -0.423
21 O -2.77617 3.15177 2.09940  0.077
22 C -2.74834 2.61179 -0.15975  -0.184
23 C -4.09428 2.97478 -0.22329  0.003
24 C -4.70256 3.09037 -1.45887  -0.054
25 C -3.94698 2.84149 -2.59425  -0.058
26 C -2.61931 2.48607 -2.43059  -0.132
27 N -2.02367 2.37542 -1.24643  0.128
28 H 1.12541 1.84195 5.53841  0.104
29 H 2.33869 -2.59123 4.53402  0.123
30 H 3.50565 -4.22757 3.01813  0.105
31 H 3.63360 -3.76766 0.59455  0.118
32 H 3.25349 -1.31779 0.08088  0.154
33 H -0.54211 4.81774 1.96109  0.123
34 H -4.62296 3.17369 0.69651  0.117
35 H -5.74343 3.37580 -1.53776  0.109
36 H -4.38074 2.92495 -3.58163  0.103
37 H -2.00037 2.28325 -3.29924  0.105
38 C 0.54152 -1.33583 0.82810  -0.107
39 C 1.20213 -2.13144 -0.04796  -0.150
40 C 1.02852 -2.92723 -1.26054  -0.195
41 C 1.77223 -2.60482 -2.39968  -0.042
42 C 1.74289 -3.42231 -3.51730  -0.081
43 C 0.99048 -4.58848 -3.50277  -0.091
44 C 0.24907 -4.91851 -2.37749  -0.080
45 C 0.26394 -4.09325 -1.26327  -0.025
46 H 2.36696 -1.69838 -2.40169  0.108
47 H 2.31470 -3.15878 -4.39856  0.105
48 H 0.99056 -5.24208 -4.36567  0.101
49 H -0.32923 -5.83358 -2.36594  0.103
50 H -0.30476 -4.34938 -0.37822  0.119
51 S 1.64335 1.33632 -3.06910  1.097
52 C 1.47967 1.48943 -1.36647  -0.400
53 N 0.53529 0.79733 -0.81463  -0.062
54 C -0.17400 0.06716 -1.76691  -0.333
55 C -1.27887 -0.75479 -1.53995  -0.024
56 C -1.83163 -1.42711 -2.60641  -0.050
57 C -1.32035 -1.28691 -3.90104  -0.065
58 C -0.25310 -0.44985 -4.14857  -0.088
59 C 0.30538 0.22705 -3.07042  -0.482
60 H 2.13190 2.15035 -0.81302  0.099
61 H -1.67336 -0.84485 -0.53717  0.114
62 H -2.68381 -2.07294 -2.44075  0.114
63 H -1.76645 -1.83669 -4.71889  0.111
64 H 0.13684 -0.31252 -5.14853  0.114

Atomic forces in eV per Å
0.0 0.3 1.3
0.0 0.0 0.1
0.0 0.0 -0.1
0.1 0.0 0.0
0.0 0.5 -0.1
-0.1 -0.1 -0.5
0.1 -0.2 0.1
-0.1 0.1 0.0
0.1 -0.2 0.2
-0.1 0.1 0.1
0.1 -0.1 -0.3
-0.1 0.1 0.2
-0.2 -0.3 -0.3
0.5 0.1 -0.1
-0.2 0.0 0.4
0.1 -0.1 0.0
0.0 -0.1 -0.1
-0.1 0.1 0.0
-0.2 0.1 -0.3
0.0 -0.2 0.3
0.1 0.1 -0.1
-0.1 0.1 -0.2
-0.1 -0.1 0.0
0.1 -0.1 0.0
-0.1 0.0 0.0
0.0 -0.1 -0.1
0.2 -0.1 0.1
0.0 0.0 0.0
0.0 0.1 0.0
0.0 0.0 0.0
0.1 0.0 0.1
-0.1 0.1 0.0
-0.1 0.0 0.0
0.0 0.0 0.0
0.0 0.0 0.0
0.1 0.0 0.0
0.0 0.0 0.0
-0.5 -0.5 -0.4
0.2 0.0 0.4
0.0 0.0 -0.1
-0.1 -0.1 0.1
0.0 0.0 0.0
0.0 0.0 -0.1
0.0 0.0 0.0
-0.1 0.1 0.0
0.0 0.0 0.0
0.0 0.0 0.0
0.0 0.0 0.0
0.0 0.0 0.0
0.0 0.0 0.0
-0.1 -0.1 0.2
0.0 0.1 -0.1
0.4 0.1 -0.5
-0.1 -0.1 -0.5
0.1 0.1 0.1
-0.1 0.0 0.1
0.1 0.1 -0.1
-0.1 0.0 -0.1
0.1 0.2 0.3
0.0 0.0 0.1
0.0 -0.1 0.0
0.0 0.0 0.0
0.0 0.0 0.0
0.0 -0.1 0.0